{
  "formula": "C56H69Cl3GeN3OP3S2SeTi",
  "method": "the ωB97M-V functional and the def2-TZVPD basis",
  "elements": ["Ti", "C", "C", "P", "C", "C", "C", "C", "C", "C", "C", "C", "C", "C", "C", "C", "P", "C", "C", "C", "C", "C", "C", "C", "C", "C", "C", "C", "C", "H", "H", "H", "H", "H", "H", "H", "H", "H", "H", "H", "H", "H", "H", "H", "H", "H", "H", "H", "H", "H", "H", "H", "H", "C", "Ge", "C", "C", "C", "Se", "C", "H", "H", "H", "H", "H", "H", "H", "H", "H", "H", "H", "H", "H", "H", "Cl", "C", "C", "C", "C", "C", "C", "N", "C", "C", "N", "C", "O", "C", "C", "C", "Cl", "S", "C", "C", "C", "Cl", "C", "H", "H", "H", "H", "H", "H", "H", "H", "H", "H", "H", "H", "H", "S", "C", "C", "N", "C", "H", "H", "H", "C", "C", "P", "C", "C", "C", "C", "H", "H", "H", "H", "H", "H", "H", "H", "H", "H", "H", "H", "H", "H", "H"],
  "positions_angstrom": [[-0.388, -0.497, 0.513], [2.353, 0.952, 1.651], [1.693, 0.869, 3.040], [0.168, -0.196, 3.103], [0.671, -1.529, 4.252], [0.298, -1.527, 5.595], [0.805, -2.495, 6.454], [1.681, -3.464, 5.987], [2.055, -3.471, 4.648], [1.548, -2.510, 3.790], [-1.091, 0.679, 4.073], [-2.259, -0.044, 4.341], [-3.260, 0.504, 5.125], [-3.110, 1.788, 5.641], [-1.954, 2.508, 5.383], [-0.941, 1.954, 4.607], [2.300, -0.632, 0.713], [3.805, -1.528, 1.297], [4.449, -2.438, 0.456], [5.619, -3.061, 0.860], [6.163, -2.788, 2.109], [5.526, -1.892, 2.954], [4.349, -1.272, 2.556], [2.790, -0.251, -0.997], [2.543, -1.239, -1.952], [3.135, -1.169, -3.205], [3.951, -0.089, -3.521], [4.182, 0.910, -2.582], [3.620, 0.821, -1.317], [3.390, 1.273, 1.752], [1.849, 1.693, 1.029], [1.484, 1.874, 3.403], [2.364, 0.430, 3.771], [-0.377, -0.779, 5.987], [0.514, -2.485, 7.497], [2.073, -4.212, 6.665], [2.738, -4.225, 4.275], [1.836, -2.531, 2.751], [-2.372, -1.049, 3.950], [-4.154, -0.068, 5.342], [-3.889, 2.218, 6.257], [-1.827, 3.499, 5.802], [-0.037, 2.530, 4.445], [4.057, -2.659, -0.526], [6.112, -3.755, 0.192], [7.082, -3.268, 2.418], [5.942, -1.669, 3.928], [3.880, -0.587, 3.245], [1.916, -2.089, -1.702], [2.967, -1.953, -3.933], [4.417, -0.030, -4.496], [4.825, 1.745, -2.826], [3.845, 1.585, -0.580], [-1.602, -2.371, -6.255], [-2.312, -2.229, -4.461], [-3.448, -0.666, -4.235], [-3.247, -3.833, -3.891], [-0.690, -1.977, -3.284], [-0.739, -0.419, -2.104], [0.377, 0.785, -3.140], [-2.415, -2.503, -6.970], [-0.930, -3.225, -6.341], [-1.057, -1.462, -6.518], [-4.350, -0.783, -4.840], [-2.929, 0.232, -4.571], [-3.747, -0.524, -3.195], [-3.961, -4.109, -4.669], [-3.807, -3.676, -2.967], [-2.560, -4.669, -3.760], [0.179, -1.800, -3.919], [-0.470, -2.852, -2.675], [-0.242, 1.213, -3.924], [1.201, 0.213, -3.553], [0.759, 1.562, -2.485], [0.313, 1.851, -7.085], [-0.124, 2.850, -5.749], [0.835, 3.606, -5.097], [0.454, 4.395, -4.022], [-0.858, 4.433, -3.548], [-1.245, 5.433, -2.462], [-1.935, 4.878, -1.212], [-1.264, 3.809, -0.453], [-0.887, 3.901, 0.864], [-0.429, 2.673, 1.204], [-0.572, 1.800, 0.128], [-1.095, 2.542, -0.844], [-0.192, 6.330, -2.184], [0.935, 5.916, -1.419], [0.846, 6.359, 0.015], [1.617, 5.846, 1.010], [2.796, 4.603, 0.818], [1.308, 6.557, 2.536], [0.104, 7.567, 1.854], [-0.026, 7.376, 0.514], [-1.793, 3.670, -4.244], [-3.489, 3.721, -3.843], [-1.445, 2.897, -5.341], [1.859, 3.609, -5.448], [1.198, 5.034, -3.570], [-2.020, 6.080, -2.881], [-2.920, 4.509, -1.482], [-2.064, 5.712, -0.528], [-0.945, 4.823, 1.419], [-0.048, 2.371, 2.159], [-1.396, 2.201, -1.822], [1.805, 6.380, -1.887], [1.086, 4.833, -1.463], [-0.418, 8.277, 2.480], [-0.701, 7.942, -0.115], [-2.208, 2.366, -5.894], [-4.710, 1.043, 1.270], [-4.742, -0.231, 0.133], [-3.507, -0.751, -0.004], [-2.529, -0.161, 0.791], [-3.064, 0.813, 1.506], [-5.649, -0.522, -0.375], [-3.253, -1.546, -0.674], [-2.505, 1.442, 2.180], [1.641, -4.498, 1.063], [0.459, -4.391, 0.109], [-0.832, -3.157, 0.528], [-2.258, -3.740, -0.506], [-2.231, -5.191, -0.991], [-1.382, -3.580, 2.224], [-1.773, -5.036, 2.472], [2.312, -5.288, 0.722], [1.316, -4.755, 2.072], [2.223, -3.583, 1.111], [-0.062, -5.346, 0.079], [0.790, -4.190, -0.914], [-2.344, -3.098, -1.379], [-3.147, -3.567, 0.104], [-1.404, -5.378, -1.677], [-3.156, -5.394, -1.531], [-2.168, -5.909, -0.175], [-2.235, -2.922, 2.423], [-0.591, -3.276, 2.905], [-2.649, -5.330, 1.895], [-2.019, -5.168, 3.526], [-0.959, -5.725, 2.242]],
  "forces_ev_per_angstrom": [[-0.4339, 0.4350, -0.4884], [0.0554, -0.0923, 0.0608], [-0.0371, -0.0847, -0.1201], [0.1563, 0.0548, 0.2774], [0.0377, 0.0182, -0.1532], [0.0390, -0.0140, 0.0781], [-0.0424, 0.0336, -0.0025], [0.0267, -0.0154, -0.0199], [-0.0289, -0.0129, 0.0228], [-0.0192, 0.0552, 0.0428], [-0.0362, -0.0726, 0.0178], [-0.0047, 0.0821, 0.0449], [0.0167, 0.0122, -0.0270], [-0.0185, -0.0124, 0.0126], [0.0045, 0.0209, -0.0050], [-0.0301, 0.0341, -0.0095], [0.4739, 0.3482, -0.1843], [-0.2632, -0.1375, 0.0024], [-0.0280, 0.0446, 0.0338], [-0.0129, -0.0202, -0.0092], [0.0048, -0.0048, -0.0037], [-0.0445, 0.0019, 0.0029], [0.0294, 0.0277, 0.0094], [0.1704, -0.1322, 0.1246], [0.1859, -0.0575, 0.0237], [0.0524, 0.0048, 0.0335], [0.0225, 0.0043, -0.0013], [-0.0047, 0.0066, -0.0742], [-0.1114, 0.1217, 0.0484], [0.0431, 0.0286, 0.0211], [0.0162, 0.0209, 0.0036], [-0.0002, 0.0394, -0.0157], [0.0791, 0.0077, 0.1013], [0.0270, 0.0007, 0.0009], [0.0047, -0.0009, -0.0334], [-0.0159, 0.0237, -0.0223], [-0.0125, 0.0374, 0.0121], [0.0048, 0.0355, -0.0058], [-0.0142, -0.0285, 0.0064], [0.0190, 0.0075, -0.0053], [0.0226, -0.0104, -0.0157], [-0.0021, -0.0258, -0.0114], [-0.0497, 0.0027, 0.0474], [-0.0182, 0.0133, -0.0536], [-0.0084, 0.0213, 0.0155], [-0.0315, 0.0160, -0.0092], [-0.0118, -0.0073, -0.0298], [0.0279, 0.0009, -0.0272], [-0.0277, -0.0250, -0.0027], [0.0072, 0.0035, 0.0122], [-0.0084, -0.0028, 0.0193], [-0.0111, -0.0187, 0.0017], [0.0135, -0.0383, -0.0399], [0.0089, 0.0075, -0.0559], [0.0190, 0.0795, 0.0858], [-0.0544, 0.0276, -0.0548], [-0.0594, -0.0519, -0.0835], [0.0766, 0.0183, -0.0212], [-0.0650, -0.2974, -0.0983], [-0.0206, 0.0685, -0.0030], [0.0346, 0.0012, -0.0024], [-0.0021, 0.0246, -0.0262], [0.0006, -0.0370, -0.0276], [0.0597, 0.0252, 0.0385], [-0.0194, 0.0917, 0.0101], [-0.0128, 0.0045, -0.0147], [0.0137, -0.0027, 0.0400], [0.0110, -0.0166, -0.0789], [-0.0449, 0.0050, -0.0116], [0.0144, -0.0213, 0.0292], [-0.0289, -0.0364, 0.0486], [0.0231, -0.0569, 0.0939], [-0.0727, 0.0519, 0.0089], [0.0207, -0.0058, 0.0058], [0.0137, -0.0335, 0.0014], [-0.0083, 0.0799, -0.0594], [0.0181, 0.0473, 0.0410], [0.0569, -0.0683, -0.0482], [0.0722, 0.0972, -0.0137], [0.2299, -0.0550, 0.0317], [-0.0141, -0.0585, 0.1148], [-0.3000, 0.1736, -0.0311], [0.2385, 0.0338, -0.0662], [-0.1711, -0.0818, -0.1007], [0.4400, -0.2860, 0.5757], [0.0020, -0.1046, -0.0767], [0.0216, 0.1057, 0.0881], [-0.2406, -0.0361, 0.0991], [-0.0687, 0.0931, -0.0892], [-0.0046, 0.0433, -0.0602], [-0.0442, -0.0366, 0.0512], [-0.0103, -0.0404, 0.1024], [-0.0106, -0.0045, 0.0458], [0.0109, -0.1053, -0.0827], [-0.0752, 0.0013, -0.0940], [0.0476, -0.0136, 0.0395], [-0.0937, -0.0462, -0.0372], [-0.0341, -0.0044, 0.0113], [-0.0415, -0.0469, -0.1167], [0.0018, -0.0115, -0.1235], [-0.0071, 0.0262, -0.0334], [-0.0016, 0.0145, 0.1070], [-0.0060, -0.0138, -0.0360], [0.0076, -0.0090, -0.0577], [-0.0003, 0.0258, 0.0380], [0.0382, 0.0315, -0.0371], [-0.0283, -0.0224, 0.0444], [0.0508, -0.0292, -0.0536], [0.0499, -0.0257, 0.0335], [-0.0111, -0.0330, 0.0205], [-0.1226, 0.0672, 0.0575], [-0.1258, 0.0561, -0.0098], [0.1692, 0.1443, 0.2258], [-0.3436, -0.1494, -0.0672], [0.0492, -0.0299, -0.0546], [0.0635, 0.0147, 0.0377], [0.0824, -0.0832, -0.0985], [0.0069, -0.0241, -0.0151], [-0.0212, -0.0866, -0.0190], [0.0959, 0.1125, 0.0538], [-0.1190, -0.1837, 0.1951], [0.1241, -0.0580, 0.0106], [-0.0877, -0.0576, 0.0478], [-0.0259, -0.1131, -0.0845], [-0.0268, 0.0071, 0.0460], [-0.0272, 0.0158, 0.0094], [-0.0004, 0.0108, -0.0550], [0.0232, 0.0081, -0.0363], [0.0213, -0.0520, -0.0340], [0.0256, 0.0142, -0.0147], [0.0192, 0.0930, -0.1109], [-0.0510, -0.0101, 0.0121], [-0.0496, 0.0097, 0.0186], [0.0435, -0.0326, 0.0357], [0.0255, 0.0289, -0.0173], [-0.0213, 0.0532, 0.0088], [0.0211, -0.0086, 0.0431], [0.0251, 0.0094, 0.0214], [-0.0008, -0.0128, -0.0169], [-0.0162, 0.0193, -0.0072]],
  "e_above_lowest_ev": 0.0000,
  "total_charge": 3,
  "multiplicity": 2,
  "fmax_ha_per_bohr": 0.015
}

{
  "formula": "C11H18Cl2N2O3PdS",
  "method": "the ωB97M-V functional and the def2-TZVPD basis",
  "elements": ["Pd", "C", "O", "C", "O", "N", "N", "H", "H", "H", "H", "H", "H", "C", "C", "C", "C", "C", "C", "C", "S", "C", "O", "H", "H", "H", "H", "H", "H", "H", "H", "H", "H", "Cl", "C", "Cl", "H", "H"],
  "positions_angstrom": [[-0.730, -0.806, 0.339], [3.347, -1.713, 3.523], [2.849, -1.270, 2.229], [1.584, -1.317, 1.948], [1.225, -0.888, 0.831], [0.706, -1.802, 2.837], [-0.637, -1.855, 2.443], [4.412, -1.529, 3.496], [3.160, -2.780, 3.641], [2.894, -1.125, 4.321], [0.981, -2.141, 3.746], [-1.230, -1.399, 3.129], [-0.919, -2.827, 2.355], [2.319, 2.366, -2.787], [0.983, 2.003, -2.200], [0.801, 1.923, -0.824], [-0.442, 1.618, -0.273], [-1.518, 1.371, -1.145], [-1.356, 1.419, -2.522], [-0.111, 1.745, -3.033], [-3.071, 0.888, -0.520], [-3.534, 2.231, 0.525], [-2.635, -0.245, 0.499], [2.952, 2.867, -2.057], [2.200, 3.017, -3.652], [2.842, 1.468, -3.125], [1.635, 2.121, -0.163], [-0.582, 1.703, 0.799], [-2.187, 1.208, -3.184], [0.019, 1.801, -4.107], [-2.733, 2.464, 1.223], [-4.441, 1.929, 1.048], [-3.749, 3.075, -0.134], [0.097, -1.818, -1.978], [-1.031, -3.213, -1.962], [-1.901, -3.308, -0.417], [-0.445, -4.112, -2.093], [-1.755, -3.068, -2.752]],
  "forces_ev_per_angstrom": [[0.2266, 1.0338, 2.0432], [-0.0794, -0.0175, -0.0936], [-0.0667, 0.0370, 0.0827], [0.3699, -0.0050, -0.0196], [0.1456, -0.2661, -0.6155], [-0.0618, 0.0787, 0.0687], [-0.2572, 0.0854, -0.3487], [0.0394, 0.0074, -0.0293], [0.0144, -0.0103, 0.0168], [-0.0021, 0.0182, -0.0011], [-0.0289, -0.0696, 0.0308], [0.0004, 0.0654, 0.0334], [-0.1260, -0.0333, -0.0718], [-0.0814, -0.0666, 0.0385], [0.0979, 0.0253, -0.1383], [-0.0070, -0.0821, 0.2001], [0.1269, 0.0625, -0.1987], [0.3166, 0.1261, -0.0756], [0.1386, 0.0086, -0.0803], [-0.0347, -0.0015, -0.1038], [-0.3006, -0.7157, 0.1043], [-0.0249, 0.1127, 0.1888], [-0.1412, -0.0431, -0.6072], [-0.0134, -0.0068, -0.0022], [-0.0079, -0.0049, 0.0155], [-0.0283, 0.0089, 0.0107], [-0.0105, 0.0209, -0.0080], [-0.0785, 0.0481, 0.0539], [0.0157, 0.0050, 0.0279], [-0.0071, 0.0190, 0.0195], [-0.0378, 0.0478, 0.0127], [0.0069, 0.0431, 0.0024], [-0.0058, -0.0048, 0.0496], [-0.1555, -0.2766, -0.3507], [0.0578, 0.0722, 0.0562], [-0.0023, -0.2725, -0.2624], [0.0253, -0.0411, -0.0097], [-0.0228, -0.0088, -0.0393]],
  "e_above_lowest_ev": 0.0000,
  "total_charge": 2,
  "fmax_ha_per_bohr": 0.045
}

{
  "formula": "C4H5KMgO2",
  "method": "the ωB97M-V functional and the def2-TZVPD basis",
  "elements": ["C", "C", "C", "C", "O", "O", "K", "Mg", "H", "H", "H", "H", "H"],
  "positions_angstrom": [[-0.859, 0.282, -0.724], [-0.161, -0.881, -0.088], [1.163, -1.230, -0.222], [2.213, -0.275, -0.279], [3.243, -0.442, -0.968], [-2.140, 0.408, -0.349], [-5.158, 0.409, -0.423], [5.003, 0.350, -1.397], [-0.155, 0.987, -0.084], [-0.839, -1.709, 0.150], [1.441, -2.282, -0.315], [2.081, 0.690, 0.240], [-0.727, 0.177, -1.826]],
  "forces_ev_per_angstrom": [[-0.3379, -0.2639, 2.8004], [-0.3087, -2.3019, -1.9624], [0.2776, 0.7882, 0.7920], [-1.5695, 0.2439, -0.7985], [1.5518, 0.0263, 0.0097], [-0.5971, 0.1362, -0.3437], [1.0512, 0.0239, 0.0266], [-0.4478, -0.2463, 0.0830], [-0.2967, 0.7835, -1.6116], [0.0393, 0.2104, 0.2579], [-0.0747, 0.2350, 0.2722], [-0.0482, -0.2653, -0.0006], [0.7607, 0.6301, 0.4751]],
  "e_above_lowest_ev": 0.3199,
  "total_charge": 1,
  "multiplicity": 2,
  "fmax_ha_per_bohr": 0.059
}

{
  "formula": "C6H7N2",
  "method": "the ωB97M-V functional and the def2-TZVPD basis",
  "elements": ["C", "C", "C", "C", "C", "C", "N", "N", "H", "H", "H", "H", "H", "H", "H"],
  "positions_angstrom": [[-1.120, 0.133, -1.839], [0.149, 0.589, -2.234], [-1.038, -0.445, -0.596], [1.273, 0.614, -1.495], [-0.006, 0.293, 3.359], [0.392, -0.806, 3.122], [0.086, -0.480, 0.082], [1.234, 0.019, -0.253], [-2.050, 0.217, -2.347], [0.302, 1.037, -3.278], [-1.869, -0.689, -0.042], [2.183, 0.925, -1.835], [-0.416, 1.237, 3.376], [0.053, -0.934, 0.992], [0.827, -1.712, 2.989]],
  "forces_ev_per_angstrom": [[2.5967, 0.0188, 1.0261], [-1.8606, 1.6430, -4.7002], [-0.4337, 1.1361, -1.0044], [-1.7712, -2.9496, 4.2251], [0.0956, -0.8709, -0.6377], [-0.4798, 1.4465, 0.4447], [0.9316, 0.0223, 0.1543], [0.7272, 0.7111, -1.5632], [-0.2801, 0.0780, -0.5969], [-0.6250, -0.6660, 1.5277], [-1.8188, -1.1689, 1.0190], [2.2096, 1.0052, -0.5866], [-0.5353, 1.4647, 0.4324], [0.2798, 0.3251, 0.3715], [0.9639, -2.1954, -0.1117]],
  "e_above_lowest_ev": 3.1194,
  "total_charge": 1,
  "fmax_ha_per_bohr": 0.106
}